{
  "formula": "C33H81N4O7",
  "method": "the ωB97M-V functional and the def2-TZVPD basis",
  "spin_multiplicity": 1,
  "total_energy_ha": -2050.46670,
  "e_above_lowest_kj_mol": 667.4,
  "homo_lumo_gap_ha": 0.29111,
  "total_charge": 3,
  "elements": ["C", "C", "N", "C", "C", "C", "C", "C", "O", "C", "H", "H", "H", "H", "H", "H", "H", "H", "H", "H", "H", "H", "H", "H", "H", "H", "H", "H", "H", "H", "C", "C", "N", "C", "C", "C", "C", "C", "O", "C", "H", "H", "H", "H", "H", "H", "H", "H", "H", "H", "H", "H", "H", "H", "H", "H", "H", "H", "H", "H", "C", "C", "N", "C", "C", "C", "C", "C", "O", "C", "H", "H", "H", "H", "H", "H", "H", "H", "H", "H", "H", "H", "H", "H", "H", "H", "H", "H", "H", "H", "C", "C", "N", "C", "C", "C", "C", "C", "O", "C", "H", "H", "H", "H", "H", "H", "H", "H", "H", "H", "H", "H", "H", "H", "H", "H", "H", "H", "H", "H", "O", "C", "O", "O", "H"],
  "xyz": [[2.683, -5.518, 5.672], [2.813, -4.848, 4.239], [1.677, -3.779, 3.866], [2.076, -3.128, 2.493], [0.221, -4.352, 3.705], [0.120, -5.565, 2.808], [1.601, -2.638, 4.854], [2.771, -1.647, 4.973], [3.945, -2.329, 5.508], [5.124, -1.600, 5.398], [1.669, -5.840, 5.908], [2.784, -4.793, 6.480], [3.311, -6.402, 5.781], [2.446, -5.665, 3.618], [3.808, -4.461, 4.020], [1.416, -2.297, 2.241], [2.020, -3.907, 1.733], [3.081, -2.721, 2.606], [-0.487, -3.647, 3.271], [-0.077, -4.674, 4.703], [-0.917, -5.902, 2.784], [0.634, -6.444, 3.197], [0.454, -5.376, 1.788], [1.134, -2.968, 5.782], [0.860, -1.967, 4.419], [2.374, -0.976, 5.735], [3.134, -1.182, 4.056], [5.152, -0.764, 6.096], [5.328, -1.203, 4.403], [5.967, -2.205, 5.731], [-6.883, 1.000, -3.703], [-5.770, 0.037, -4.172], [-5.059, -0.769, -3.010], [-4.158, -1.582, -3.886], [-4.151, 0.062, -2.019], [-3.189, 1.002, -2.741], [-6.077, -1.792, -2.345], [-5.565, -2.774, -1.381], [-4.736, -3.722, -2.132], [-4.213, -4.689, -1.296], [-7.694, 0.411, -3.276], [-7.214, 1.413, -4.656], [-6.716, 1.865, -3.060], [-5.131, 0.598, -4.853], [-6.242, -0.652, -4.872], [-3.568, -1.131, -4.684], [-4.621, -2.410, -4.423], [-3.400, -2.154, -3.351], [-3.558, -0.754, -1.606], [-4.787, 0.369, -1.189], [-3.593, 1.751, -3.423], [-2.460, 0.418, -3.303], [-2.667, 1.540, -1.951], [-6.746, -2.332, -3.015], [-6.671, -1.142, -1.703], [-6.455, -3.153, -0.879], [-4.931, -2.388, -0.583], [-3.504, -5.240, -1.914], [-4.875, -5.523, -1.064], [-3.693, -4.288, -0.426], [5.305, 1.435, -5.457], [3.784, 1.606, -5.598], [2.869, 1.438, -4.312], [1.352, 1.770, -4.594], [2.871, -0.135, -3.951], [2.445, -0.471, -2.519], [3.469, 2.306, -3.206], [3.246, 3.795, -3.477], [4.089, 4.239, -4.454], [3.672, 5.544, -4.952], [5.710, 1.940, -4.580], [5.858, 1.924, -6.259], [5.574, 0.379, -5.491], [3.493, 0.976, -6.439], [3.572, 2.608, -5.970], [0.764, 1.952, -3.694], [0.999, 0.970, -5.244], [1.365, 2.674, -5.202], [3.892, -0.473, -4.126], [2.329, -0.456, -4.841], [2.639, -1.471, -2.132], [1.365, -0.348, -2.435], [2.934, 0.153, -1.771], [4.469, 2.056, -2.851], [2.921, 2.094, -2.288], [3.621, 4.398, -2.649], [2.193, 4.025, -3.638], [4.568, 5.831, -5.502], [3.381, 6.297, -4.220], [2.885, 5.412, -5.694], [-2.372, 3.936, 2.866], [-1.528, 2.846, 3.541], [-0.290, 2.401, 2.649], [0.293, 1.233, 3.461], [-0.737, 1.719, 1.249], [-2.028, 0.888, 1.261], [0.803, 3.470, 2.279], [1.600, 4.082, 3.400], [0.883, 4.936, 4.269], [0.464, 6.148, 3.782], [-1.871, 4.484, 2.067], [-2.607, 4.657, 3.648], [-3.322, 3.518, 2.532], [-2.177, 2.041, 3.885], [-1.027, 3.121, 4.469], [1.164, 0.707, 3.069], [-0.489, 0.480, 3.558], [0.615, 1.543, 4.456], [0.096, 1.143, 0.847], [-0.685, 2.564, 0.562], [-1.940, 0.278, 0.362], [-2.895, 1.520, 1.450], [-2.036, 0.159, 2.072], [0.335, 4.312, 1.770], [1.438, 2.944, 1.566], [2.404, 4.608, 2.885], [2.071, 3.246, 3.916], [-0.137, 6.566, 4.589], [-0.212, 5.945, 2.951], [1.287, 6.807, 3.505], [-1.403, -1.716, -1.249], [-0.726, -2.227, -0.292], [0.340, -1.611, -0.021], [-1.165, -3.146, 0.386], [-0.574, -1.241, -1.149]],
  "mulliken_charge": [-1.2475, -0.4456, 0.1761, -1.2170, -0.2690, -1.3705, -0.7283, -0.7096, -0.3029, -0.8393, 0.3062, 0.3330, 0.4148, 0.5959, 0.3606, 0.4157, 0.4420, 0.3973, 0.3815, 0.4436, 0.4134, 0.4506, 0.2795, 0.5696, 0.3155, 0.4894, 0.3516, 0.3371, 0.3412, 0.2880, -1.2217, -0.5411, 0.6251, -1.1387, -0.1556, -1.3310, -0.7448, -0.6045, -0.2913, -0.8120, 0.3419, 0.4205, 0.2789, 0.4785, 0.4533, 0.4059, 0.4781, 0.2845, 0.1581, 0.4220, 0.4001, 0.3930, 0.2541, 0.3281, 0.4659, 0.4882, 0.2522, 0.2673, 0.3295, 0.3243, -1.1948, -0.3993, 0.2341, -1.1325, -0.4495, -1.4705, -0.7173, -0.8273, -0.3029, -0.8179, 0.2712, 0.4204, 0.3807, 0.4639, 0.3943, 0.4367, 0.3784, 0.4779, 0.3579, 0.5531, 0.5990, 0.2892, 0.3227, 0.5550, 0.3412, 0.4784, 0.3753, 0.2820, 0.3499, 0.3344, -1.3916, -0.3805, 0.2538, -1.7834, -0.5895, -0.2761, -0.7395, -0.8088, -0.3036, -0.6137, 0.3172, 0.3467, 0.4048, 0.4567, 0.6752, 0.5470, 0.5750, 0.6280, 0.4664, 0.5619, -0.5046, 0.3458, 0.2716, 0.4683, 0.4657, 0.4456, 0.3773, 0.2342, 0.2467, 0.3144, -0.2948, 0.6924, -0.7464, -0.6744, 0.0466]
}